1.
Computed, not measured: C29H37IrN5S2SbSe4 as an isolated structure, with ωB97M-V with the def2-TZVPD basis set.

For the molar mass, the calculation gives 1149.6 g/mol. The energy relative to the best compared isomer or geometry (same formula, charge and spin) is 0.00 kcal/mol. The HOMO energy (spin up / spin down) comes out at -0.1242 / -0.1664 Eh. Its charge is -1. The expectation value of S² is 8.80. For the max |F|, the calculation gives 3.02 eV/A. Its total energy is -12147.733456 a.u. As for the gap between HOMO and LUMO (spin up / spin down): 5.718 / 5.113 eV. Its multiplicity is 6.

Cartesian coordinates (Å):
Ir -0.30 -0.56 0.11
C -3.75 -3.12 3.20
S -2.15 -3.91 2.95
C -1.30 -2.83 1.87
S -1.28 -1.10 2.28
N -0.67 -3.36 0.90
N 0.05 -2.51 0.15
C 0.76 -3.17 -0.81
C 1.65 -2.62 -1.70
C 2.28 -3.34 -2.70
C 3.11 -2.71 -3.57
C 3.31 -1.34 -3.44
C 2.59 -0.69 -2.42
N 1.75 -1.27 -1.60
H -3.79 -2.11 2.69
H -3.89 -2.97 4.26
H -4.55 -3.71 2.75
H 0.53 -4.22 -0.88
H 2.03 -4.38 -2.82
H 3.69 -3.19 -4.37
H 3.97 -0.80 -4.10
H 2.61 0.37 -2.35
C -1.10 4.57 1.62
C -1.94 3.30 1.73
C -1.37 2.21 2.65
C -2.41 2.85 0.36
C -3.68 3.32 0.04
C -4.24 3.22 -1.20
C -3.42 2.69 -2.25
C -2.16 2.15 -1.98
C -1.27 1.87 -3.23
C -2.00 1.15 -4.35
C 0.08 1.24 -3.08
C -1.68 2.19 -0.66
N -0.51 1.49 -0.27
C 0.58 2.17 -0.02
C 1.66 1.56 0.59
C 2.93 2.09 0.98
C 3.59 1.05 1.58
C 2.73 -0.10 1.59
N 1.54 0.24 1.01
C 3.06 -1.32 2.45
C 4.61 -1.53 2.51
C 2.54 -0.98 3.87
C 2.46 -2.62 1.93
H -1.09 5.00 2.64
H -1.52 5.36 0.92
H -0.05 4.23 1.35
H -2.87 3.62 2.21
H -0.41 1.79 2.36
H -2.13 1.41 2.74
H -1.27 2.66 3.65
H -4.24 3.73 0.85
H -5.25 3.47 -1.44
H -3.78 2.72 -3.26
H -1.11 2.86 -3.59
H -3.01 1.42 -4.51
H -1.98 0.06 -4.17
H -1.40 1.28 -5.28
H 0.01 0.24 -2.58
H 0.71 1.92 -2.49
H 0.53 1.02 -4.09
H 0.63 3.26 -0.19
H 3.29 3.12 0.87
H 4.63 1.10 1.82
H 5.11 -0.80 3.15
H 5.01 -1.48 1.50
H 4.76 -2.51 2.92
H 2.96 -0.08 4.30
H 2.75 -1.82 4.56
H 1.49 -0.83 3.78
H 2.76 -2.84 0.91
H 1.40 -2.66 2.01
H 2.84 -3.44 2.51
Se -1.68 -4.10 -3.94
Sb -2.70 -3.78 -1.70
Se -3.91 -0.67 0.03
Se -2.21 -0.98 -1.51
Se -4.90 -3.58 -2.61

2.
Computed, not measured: an isolated molecule of C6H6O, with ωB97M-V with the def2-TZVPD basis set.

For the molar mass, the calculation gives 94.1 g/mol. The energy relative to the best compared isomer or geometry (same formula, charge and spin) is 69.38 kcal/mol. The HOMO energy comes out at -0.3261 Eh. Its charge is 0. As for the SMILES: C1=C[C@H]2C=C[C@@H]1O2. For the max |F|, the calculation gives 4.31 eV/A. Its total energy is -307.352861 a.u. As for the gap between HOMO and LUMO: 9.999 eV.

Cartesian coordinates (Å):
C 0.86 0.47 1.06
C -0.45 0.40 1.38
C -1.07 -0.52 0.21
C -0.87 0.29 -1.08
C 0.38 0.20 -1.39
C 1.01 -0.49 -0.24
O 0.02 -1.48 0.09
H 1.69 0.95 1.56
H -0.96 0.83 2.26
H -2.02 -0.94 0.51
H -1.61 0.75 -1.66
H 1.07 0.50 -2.28
H 1.95 -0.96 -0.43

3.
Computed, not measured: an isolated molecule of C5H10N2, with ωB97M-V with the def2-TZVPD basis set.

For the molar mass, the calculation gives 98.1 g/mol. The energy relative to the best compared isomer or geometry (same formula, charge and spin) is 45.61 kcal/mol. The HOMO energy comes out at -0.2865 Eh. Its charge is 0. As for the SMILES: C=NCC(=C)NC. For the max |F|, the calculation gives 2.71 eV/A. Its total energy is -305.951175 a.u. As for the gap between HOMO and LUMO: 8.843 eV.

Cartesian coordinates (Å):
C 0.68 2.32 -1.63
N 0.51 2.01 -0.40
C 0.70 0.51 -0.10
C -0.64 -0.18 0.00
C -1.82 0.30 -0.42
N -0.57 -1.26 0.91
C 0.56 -2.02 1.39
H 0.87 1.58 -2.43
H 0.62 3.38 -1.95
H 1.29 0.04 -0.90
H 1.29 0.49 0.82
H -1.87 1.20 -1.03
H -2.74 -0.23 -0.24
H -1.44 -1.45 1.39
H 0.21 -2.95 1.85
H 1.10 -1.46 2.16
H 1.24 -2.28 0.58